# 1
10
Properties=species:S:1:pos:R:3:forces:R:3 method="wB97M-V/def2-TZVPD" energy_ha=-681.8968 e_above_lowest_kj_mol=98.00 total_charge=-1 spin_multiplicity=3 homo_energy_ev="-1.83 / -4.52" s2=2.01 homo_lumo_gap_ev="5.94 / 7.93" fmax_ha_per_bohr=0.05013
C 0.1127 -0.2062 -0.5080 0.738 -0.997 1.491
C 0.9391 1.7239 1.4652 0.018 0.814 -1.100
N -0.5151 0.5528 -1.1825 0.514 1.461 0.558
O -0.7116 -2.4104 -1.8654 -0.132 -0.243 -0.501
O -0.8598 -2.7845 0.5552 -0.069 0.237 0.400
S -0.0019 -2.3771 -0.5685 0.004 -0.349 -0.694
H 0.3555 1.3477 2.2308 -0.887 -0.180 2.241
H 0.8650 0.9586 0.7142 0.972 0.058 -0.572
H 0.8033 2.7620 1.1765 0.297 -0.033 0.161
H -0.9873 0.4332 -2.0174 -1.456 -0.768 -1.984


# 2
10
Properties=species:S:1:pos:R:3:forces:R:3 method="wB97M-V/def2-TZVPD" energy_ha=-1012.6768 e_above_lowest_kj_mol=345.83 homo_energy_ev="-9.44 / -8.34" homo_lumo_gap_ev="8.56 / 7.34" fmax_ha_per_bohr=0.06061
C -1.2862 -0.6805 0.0984 -0.751 1.112 1.743
C 1.2620 -0.1745 -0.5074 -0.794 2.111 1.494
O 0.2655 1.8632 0.1719 0.722 -2.162 2.125
S 0.4093 -1.2005 0.5506 -0.015 0.112 -0.033
Cl 2.8504 0.3077 -0.3005 0.594 -0.460 0.442
H -1.9612 -1.0893 0.9439 1.154 0.549 -1.304
H -1.5707 -1.2061 -0.8267 -0.018 0.816 0.193
H -1.2664 0.5386 0.1867 0.051 -2.905 -0.857
H 0.9849 0.0206 -1.5010 -0.997 0.115 -0.994
H 0.3124 1.6208 1.1841 0.053 0.713 -2.810


# 3
94
Properties=species:S:1:pos:R:3:forces:R:3 method="wB97M-V/def2-TZVPD" energy_ha=-4938.1422 total_charge=+2 spin_multiplicity=2 homo_energy_ev="-13.40 / -13.40" s2=0.76 homo_lumo_gap_ev="8.34 / 8.37" fmax_ha_per_bohr=0.00817
Co 1.4987 -0.0369 -0.8827 -0.188 -0.355 -0.123
F -3.1250 -0.9304 -5.8153 -0.002 0.008 0.036
C -3.5336 -0.6739 -4.5683 -0.024 -0.003 -0.032
F -4.3211 -1.6783 -4.1720 0.025 0.013 0.004
F -4.2640 0.4463 -4.5927 0.033 -0.024 0.007
C -2.3420 -0.5162 -3.6467 0.029 0.021 0.046
C -1.9137 -1.5680 -2.8508 0.036 0.075 0.033
C -0.8188 -1.3614 -2.0328 0.039 -0.091 -0.026
N -0.1561 -0.1996 -1.9740 0.028 0.069 -0.149
C -0.5564 0.7960 -2.7710 -0.024 0.025 0.040
C -1.6471 0.6804 -3.6132 -0.047 -0.037 -0.014
H -2.4184 -2.5233 -2.8616 -0.003 -0.007 0.000
H -0.4486 -2.1584 -1.3987 -0.006 -0.014 0.007
H 0.0149 1.7091 -2.7104 0.031 0.033 -0.008
H -1.9464 1.5185 -4.2263 -0.003 0.021 -0.005
N 4.4195 1.5739 -0.0662 -0.042 0.057 -0.077
C 4.2933 0.2758 0.2476 0.023 0.035 -0.006
N 3.1693 -0.3872 0.1315 0.088 -0.030 -0.211
C 3.3373 -1.7147 0.5260 0.018 -0.134 0.070
C 2.3512 -2.6966 0.5113 0.049 0.024 -0.038
C 2.6830 -3.9808 0.9054 0.004 -0.036 0.021
C 3.9777 -4.2930 1.3172 -0.019 -0.011 0.014
C 4.9655 -3.3239 1.3429 -0.023 0.037 0.008
C 4.6293 -2.0396 0.9428 -0.055 -0.025 -0.014
S 5.6513 -0.6296 0.8459 -0.097 0.014 0.038
H 3.6629 1.9828 -0.5977 -0.028 0.064 0.049
H 5.3318 1.9943 -0.1094 -0.008 0.018 -0.034
H 1.3362 -2.4556 0.2101 0.011 -0.014 -0.019
H 1.9277 -4.7547 0.8989 -0.014 -0.021 -0.007
H 4.2140 -5.3015 1.6230 0.010 -0.036 0.006
H 5.9689 -3.5644 1.6643 0.032 -0.009 0.006
I 5.7563 1.6534 -4.4944 -0.018 -0.001 -0.011
C 4.4573 0.1566 -3.8827 -0.070 -0.053 0.005
C 4.6274 -1.1666 -4.2705 0.004 0.088 -0.011
C 3.7277 -2.1134 -3.8107 -0.113 0.028 0.043
C 2.7161 -1.7182 -2.9536 0.029 -0.085 -0.061
N 2.5642 -0.4492 -2.5630 0.074 0.109 0.361
C 3.4027 0.4739 -3.0423 0.014 0.120 -0.131
H 5.4388 -1.4498 -4.9264 0.024 -0.007 -0.004
H 3.8123 -3.1495 -4.1041 -0.002 -0.016 0.002
H 2.0068 -2.4367 -2.5643 0.014 -0.036 0.057
H 3.2026 1.4952 -2.7489 0.047 -0.014 0.054
C -4.0234 5.5434 -2.1628 -0.047 0.010 -0.016
C -2.6569 5.0534 -1.7911 0.042 -0.016 0.008
C -2.4876 3.8290 -1.1400 0.002 -0.008 -0.008
C -1.2307 3.3695 -0.7947 0.022 0.033 0.005
C -0.1202 4.1416 -1.1174 -0.001 0.004 0.087
C -0.2584 5.3561 -1.7749 0.004 -0.055 -0.042
C -1.5275 5.8060 -2.1027 0.005 -0.033 0.002
S 1.5141 3.6238 -0.6821 -0.158 -0.037 -0.106
C 1.3846 3.6614 1.1071 -0.009 -0.070 -0.077
O 1.6302 2.1522 -1.0961 0.306 0.194 0.122
H -4.7985 5.0202 -1.6064 -0.012 0.003 0.000
H -4.2083 5.3857 -3.2268 -0.007 0.003 -0.011
H -4.1195 6.6108 -1.9706 -0.013 0.015 -0.002
H -3.3597 3.2369 -0.8926 -0.023 -0.008 0.016
H -1.1094 2.4229 -0.2833 0.008 -0.059 0.061
H 0.6141 5.9419 -2.0314 0.037 0.036 0.002
H -1.6416 6.7533 -2.6123 -0.003 0.036 -0.004
H 0.7198 2.8692 1.4415 -0.067 -0.006 0.009
H 0.9875 4.6352 1.3873 0.040 0.057 -0.030
H 2.3808 3.5294 1.5235 0.030 -0.051 -0.009
C 0.3830 0.7017 5.2288 -0.010 -0.012 0.015
C -0.4010 -0.3978 5.9444 -0.026 -0.013 -0.013
C -1.2728 -1.2876 5.0561 0.011 -0.033 0.040
C -0.5304 -2.2372 4.1178 -0.028 -0.108 0.066
N 0.1278 -1.5360 3.0084 0.038 0.090 -0.044
C -0.3346 -1.1527 1.8274 0.132 -0.074 -0.076
S 0.3922 0.2715 1.1360 -0.009 0.162 0.069
N -1.2962 -1.7672 1.1452 -0.134 0.243 -0.060
C -2.0653 -2.9760 1.4427 0.063 -0.137 -0.005
C -3.3258 -2.7287 2.2744 -0.016 0.001 -0.024
C -4.5312 -2.2749 1.4518 0.022 -0.008 0.000
C -4.3792 -0.8997 0.8081 0.016 -0.011 -0.011
H 0.7082 1.4588 5.9405 0.014 0.011 0.010
H -0.2258 1.1983 4.4707 -0.028 0.025 -0.022
H 1.2899 0.3342 4.7445 0.042 -0.028 -0.024
H -1.0629 0.0712 6.6738 -0.005 -0.001 0.002
H 0.2827 -1.0247 6.5226 -0.001 -0.010 0.019
H -1.9606 -0.6651 4.4734 0.013 -0.006 -0.011
H -1.8917 -1.9153 5.7021 -0.023 0.011 -0.011
H -1.2023 -2.9923 3.7237 0.040 0.060 0.097
H 0.2581 -2.7632 4.6593 -0.023 -0.007 -0.009
H 0.9341 -0.9959 3.2845 -0.006 0.040 -0.011
H -1.6352 -1.2094 0.3756 0.010 -0.029 0.078
H -1.3924 -3.7044 1.8981 -0.068 0.066 -0.021
H -2.3475 -3.3887 0.4708 0.000 -0.045 0.020
H -3.1068 -1.9823 3.0422 -0.027 -0.024 0.016
H -3.5764 -3.6531 2.7985 -0.005 -0.028 -0.028
H -5.4055 -2.2695 2.1036 0.004 0.025 0.013
H -4.7365 -3.0193 0.6779 -0.032 -0.034 0.011
H -4.0519 -0.1546 1.5357 0.004 0.029 0.020
H -5.3259 -0.5629 0.3888 -0.015 0.004 -0.010
H -3.6609 -0.9042 -0.0178 0.015 -0.010 -0.034


# 4
46
Properties=species:S:1:pos:R:3:forces:R:3 method="wB97M-V/def2-TZVPD" energy_ha=-1735.3593 e_above_lowest_kj_mol=30.25 total_charge=-1 homo_energy_ev=-3.42 homo_lumo_gap_ev=5.84 fmax_ha_per_bohr=0.00808
Hg 0.2764 -1.1016 -0.8599 0.119 0.198 0.009
C 0.0629 6.6366 0.1355 -0.068 0.079 0.025
O 1.4260 6.3247 0.2796 -0.040 -0.005 -0.016
C 1.7787 5.0129 0.0700 0.131 -0.166 0.028
C 3.1586 4.7494 0.1761 0.116 0.149 0.022
C 3.5972 3.4690 -0.0530 -0.014 0.011 -0.005
C 2.7496 2.4076 -0.4082 -0.231 0.009 0.001
C 3.2903 1.0920 -0.7316 0.147 -0.043 0.024
C 4.5777 0.6375 -0.0395 0.038 0.026 -0.121
O 2.7565 0.2987 -1.4932 0.070 -0.039 0.008
C 1.3139 2.6517 -0.4961 -0.020 -0.028 0.059
O 0.4458 1.7860 -0.7430 0.064 -0.051 -0.038
C 0.8963 4.0138 -0.2221 -0.180 0.088 -0.102
H -0.0145 7.7199 0.2207 -0.011 -0.009 0.024
H -0.5426 6.1674 0.9185 0.009 -0.014 -0.032
H -0.3245 6.3234 -0.8386 0.026 0.011 0.007
H 3.8373 5.5610 0.4037 0.011 -0.028 -0.005
H 4.6663 3.3014 -0.0062 0.002 -0.041 0.026
H 5.2823 1.4446 0.1449 0.027 -0.017 0.070
H 5.0556 -0.1331 -0.6429 -0.054 0.001 -0.028
H 4.3104 0.1947 0.9234 -0.025 0.051 0.021
H -0.1693 4.1891 -0.3010 0.045 -0.043 0.022
C -4.7012 -0.0015 -0.3263 -0.112 0.002 0.040
C -3.3355 -0.0557 -0.6422 0.040 0.006 0.079
N -2.3895 -0.0654 0.2643 0.096 0.049 -0.015
C -2.7264 -0.0125 1.5606 -0.410 -0.002 -0.068
C -4.0721 0.0338 1.9871 0.236 -0.044 -0.180
C -5.0659 0.0371 0.9947 0.023 0.004 -0.027
C -4.3809 0.0633 3.3839 0.024 -0.022 0.189
C -3.3977 0.0779 4.3095 -0.242 -0.013 0.008
C -2.0206 0.0634 3.9213 0.135 -0.028 -0.207
C -0.9754 0.0998 4.8592 0.051 0.013 -0.086
C 0.3227 0.0882 4.4181 -0.084 0.013 0.139
C 0.5597 0.0191 3.0365 0.005 0.001 -0.021
N -0.3961 -0.0333 2.1419 0.034 0.020 -0.142
C -1.6715 0.0036 2.5545 0.083 -0.002 0.388
H -5.4446 0.0028 -1.1126 0.015 0.010 -0.011
H -3.0018 -0.0911 -1.6749 -0.023 -0.023 0.000
H -6.1091 0.0734 1.2879 -0.005 -0.005 -0.006
H -5.4240 0.0598 3.6797 0.012 0.041 0.023
H -3.6355 0.0919 5.3673 0.000 0.023 -0.006
H -1.2099 0.1448 5.9166 0.004 0.002 0.007
H 1.1482 0.1304 5.1162 0.028 -0.002 -0.036
H 1.5746 0.0103 2.6505 -0.005 -0.017 0.006
S -0.1361 -4.6112 0.0855 0.008 0.222 -0.142
C -0.1903 -3.7658 -1.2251 -0.075 -0.390 0.071


# 5
4
Properties=species:S:1:pos:R:3:forces:R:3 method="wB97M-V/def2-TZVPD" energy_ha=-1391.8106 e_above_lowest_kj_mol=0.00 total_charge=+1 spin_multiplicity=2 homo_energy_ev="-16.49 / -16.13" s2=0.75 homo_lumo_gap_ev="9.12 / 6.84" fmax_ha_per_bohr=0.03332
O -23.4015 13.9747 -18.4930 -0.011 0.655 -0.265
V -24.4603 13.5712 -19.5428 -0.267 -1.637 -0.428
O -24.9415 14.7513 -20.4208 0.541 0.238 0.367
I -23.4926 11.0534 -20.8530 -0.263 0.743 0.327


# 6
14
Properties=species:S:1:pos:R:3:forces:R:3 method="wB97M-V/def2-TZVPD" energy_ha=-844.7196 e_above_lowest_kj_mol=251.64 homo_energy_ev="-7.54 / -7.72" homo_lumo_gap_ev="7.12 / 7.14" fmax_ha_per_bohr=0.09295
C 0.2687 -1.7383 0.3136 -3.860 -0.532 -0.145
C 1.3880 -1.0155 0.3680 4.695 0.724 -0.196
C -0.7355 -1.4664 -0.5683 0.586 0.031 -0.486
C 0.8485 1.8120 -0.0552 -1.588 -4.465 -0.624
Si -1.0366 1.4986 0.0183 1.730 0.974 1.298
S 1.9383 0.4455 -0.2674 -0.718 2.167 0.585
H 0.1448 -2.4320 1.1159 -0.171 -0.775 0.275
H 2.3440 -1.5106 0.6298 -0.686 -0.051 0.175
H -1.7566 -1.8196 -0.5909 0.179 -0.344 0.252
H -0.4280 -0.8397 -1.3984 -0.234 -0.219 -0.043
H 1.4130 2.6536 0.0990 1.083 2.101 -0.012
H -1.3522 0.7848 -1.1907 -0.640 0.171 -0.448
H -1.6016 2.8185 0.2572 -0.408 0.495 -0.411
H -1.4349 0.8090 1.2692 0.032 -0.276 -0.222


# 7
21
Properties=species:S:1:pos:R:3:forces:R:3 method="wB97M-V/def2-TZVPD" energy_ha=-345.3362 e_above_lowest_kj_mol=944.78 total_charge=+1 homo_energy_ev=-11.89 homo_lumo_gap_ev=5.00 fmax_ha_per_bohr=0.08937
C -0.8765 -1.0821 -1.0650 -0.932 0.384 0.136
C -1.1114 -0.5244 0.2998 3.938 -0.797 -1.253
C -0.7313 0.9007 0.5705 -1.078 -0.920 1.756
C 0.6859 1.2649 0.1987 0.713 -1.094 -1.332
C 1.5042 0.5482 -0.6754 -1.536 0.695 1.355
N 2.1754 -0.6889 -0.3879 0.220 1.504 -1.548
C 3.1186 -0.1174 0.3183 0.376 -2.708 0.529
N -3.4907 -0.0348 0.5581 1.677 0.904 1.716
H -1.5091 -1.9411 -1.2875 0.107 -0.125 0.061
H 0.1518 -1.4584 -0.9854 0.065 -0.060 -0.115
H -0.9659 -0.3536 -1.8673 0.039 0.055 0.058
H -0.9513 -1.3150 1.0329 -0.321 0.382 0.500
H -0.9188 1.0350 1.6450 -0.031 0.463 -0.092
H -1.4379 1.5409 0.0343 0.269 0.156 -0.119
H 1.0674 2.2459 0.4638 -1.038 0.551 -0.495
H 1.6899 0.9932 -1.6569 1.254 0.122 0.378
H 2.9377 0.3331 1.2883 -0.039 1.448 -0.576
H 4.1450 -0.4110 0.0829 0.004 -0.435 0.499
H -3.5804 -0.3937 1.5061 -0.011 -0.006 -0.030
H -4.3800 -0.1892 0.0860 0.882 -0.989 -1.076
H -2.4162 -0.3847 0.2917 -4.558 0.470 -0.353